Molecular formula: C15H22N2OS7Ti
Method: DFT, ωB97M-V with the def2-TZVPD basis set

Geometry as XYZ:
```
48
Properties=species:S:1:pos:R:3:lowdin_charge:R:1
C -0.1315 3.5080 2.7718 -1.16
H -2.1272 -3.2892 4.0279 0.08
C 0.4669 1.0871 -1.5007 -0.22
N 0.3315 0.5320 -0.4683 -0.08
H 2.7119 2.2543 -2.7196 0.13
H 0.3042 -4.1688 -1.6596 0.07
H -0.2613 -5.4728 0.3394 0.06
N 0.7015 1.6327 -2.6411 -0.06
H 1.7703 2.9139 -4.8984 0.11
C -0.9077 2.7267 -4.1405 -0.16
C 1.4967 3.5045 -4.0200 -0.18
H 1.5391 -2.6646 3.3123 0.09
H 1.5953 3.3562 -1.8749 0.12
H 2.4736 -2.7725 0.8621 0.07
H -0.1149 4.5628 -4.9850 0.11
C 1.0996 -2.1951 2.4310 -0.52
S -2.2438 -4.3970 1.1362 0.85
C -0.1737 1.4297 -3.7861 -0.13
S 0.3732 -2.2885 -0.1943 0.83
H -0.4287 -3.7218 4.3533 0.08
C -0.4397 2.6600 3.7778 -1.15
H -0.3153 -5.1012 2.3539 0.06
O -0.8590 6.0222 5.5488 -0.07
C -1.2930 -4.7428 2.6655 -0.52
H -0.8921 0.6439 -3.5481 0.13
S -0.8738 3.3945 5.3190 0.95
C -1.0258 -4.8687 -0.1467 -0.53
H -0.1873 4.5559 -3.2255 0.12
S 0.3401 3.0346 1.1639 0.50
H -1.7201 2.8848 -3.4302 0.11
C -0.6785 5.0869 4.8262 -1.04
C -0.4334 -3.7424 -0.9753 -0.52
H 0.4354 1.0852 -4.6283 0.13
S -0.7000 -1.9903 2.7003 0.72
H -1.2238 -3.2554 -1.5484 0.07
H -1.3473 2.6070 -5.1320 0.11
H 1.4713 -1.1475 2.3353 0.04
S -0.1864 5.2296 3.1297 0.94
H -1.5654 -5.5165 -0.8408 0.07
C 0.0366 3.9431 -4.1019 -0.18
H 1.2583 -4.0198 1.2227 0.06
H -1.8091 -5.5477 3.1910 0.07
C 1.7081 2.6974 -2.7428 -0.12
S -0.4588 0.9318 3.6561 0.46
H 2.1472 4.3798 -3.9862 0.12
C 1.4331 -2.9499 1.1458 -0.49
C -1.1670 -3.5309 3.5716 -0.50
Ti -0.1294 0.7187 1.3530 0.37
```

The largest force on an atom is 4.6 eV/A. The value obtained for the LUMO energy (spin up / spin down) is 0.0005 / -0.0021 Eh. The multiplicity is 3.


Molecular formula: C15H22N3O5SSiV
Method: DFT, ωB97M-V with the def2-TZVPD basis set

Geometry as XYZ:
```
48
Properties=species:S:1:pos:R:3:lowdin_charge:R:1
H 0.5949 4.8642 -0.2055 0.12
C -1.2624 4.6021 0.8544 -0.23
O 0.1265 1.6672 2.7562 -0.17
H 2.2456 -1.6138 -2.2702 0.04
V -0.6327 1.0501 0.9875 0.66
H 1.3330 -4.8576 -3.2294 0.03
H 2.6907 -5.4270 -0.3467 0.03
H -0.6584 3.9772 -1.0681 0.13
H 1.8899 4.0261 1.3319 0.12
H -2.6310 3.2986 0.4577 0.03
S 1.3442 -0.6217 0.8249 0.69
C -1.4694 -3.2215 -0.4285 -0.08
H 3.2828 -2.1390 -0.9434 0.01
C 0.5321 -4.4214 -2.6224 -0.19
H -3.5890 -3.0224 -0.0059 0.10
C 1.4704 3.0242 1.3458 -0.09
O 1.1235 3.4843 3.6588 0.03
O -1.0324 1.0187 -0.9660 -0.14
N -1.2215 -0.8481 0.9263 -0.11
H 1.7466 1.4763 -0.7262 0.07
C 2.6412 -2.4939 -1.7512 -0.21
C -2.4273 -1.4012 0.7489 -0.11
H 3.2389 -3.0792 -2.4609 0.03
H -0.1575 -5.2300 -2.3492 0.02
C -0.1855 4.1034 -0.0968 -0.14
H 1.4900 2.9731 -1.6328 0.13
C -0.1084 1.5188 -1.7422 -0.62
C -2.5995 -2.6014 0.1083 -0.07
C 0.8676 2.7333 2.7301 -0.63
C -0.2030 -2.6750 -0.2994 -0.24
C 1.8734 -4.8311 0.0793 -0.18
H -1.5964 -4.1472 -0.9853 0.09
H -0.0163 -3.7050 -3.2452 0.04
C 1.0196 2.2363 -0.9812 -0.13
H -3.3569 1.8188 3.5826 0.06
N -3.1190 1.8232 2.6135 0.10
H 1.0602 -5.5106 0.3592 0.03
H 2.2761 2.3044 1.2111 0.12
C -0.1105 -1.4722 0.4503 -0.71
H -1.2336 5.6907 0.8711 0.12
O -0.0609 1.4461 -2.9568 0.04
N 0.4719 2.8260 0.2650 -0.22
O -2.5703 4.2611 0.4198 -0.08
Si 1.2452 -3.5460 -1.1229 0.49
H -1.0735 4.2508 1.8700 0.11
C -2.2225 1.5771 1.8521 -0.21
H 2.2385 -4.3466 0.9919 0.03
H -3.2646 -0.8402 1.1393 0.11
```

The charge is -1. The largest force on an atom is 1.7 eV/A. The value obtained for the LUMO energy (spin up / spin down) is 0.1014 / 0.1014 Eh. The energy above the lowest of the compared OMol25 structures with the same formula, charge and spin is 24.1 kcal per mole. The multiplicity is 2.


Molecular formula: C15H22N3OPRuSe3SiTe
Method: DFT, ωB97M-V with the def2-TZVPD basis set

Geometry as XYZ:
```
48
Properties=species:S:1:pos:R:3:lowdin_charge:R:1
H -1.2795 -2.2728 4.4451 0.08
H -1.2319 -2.9345 -2.6673 0.01
C 2.4967 -1.6132 3.5984 -0.27
H -3.1056 1.0248 2.4108 0.03
H 0.8885 -4.8444 -1.3382 0.09
H 2.5577 -3.1492 -1.2770 0.01
H -1.8641 -4.6760 2.7417 0.10
Se 2.5085 0.6542 1.2400 0.11
H 2.6741 -1.4703 -1.8140 0.00
Se 4.0449 1.0812 -0.2584 0.05
C 2.2686 -2.1274 -1.0468 -0.25
C 0.2819 -4.7995 -0.4485 -0.11
H 0.4266 -2.9356 -3.2441 0.01
N -1.1331 -1.4786 3.8458 0.17
C -3.6414 -1.6667 0.7117 -0.27
C -0.0393 -5.9711 0.2112 -0.10
N 0.7565 -3.6025 5.8523 0.11
N 3.5396 -1.2662 3.2471 0.09
H -4.4939 0.9121 1.2986 0.04
P -2.5111 -0.2340 0.3968 0.69
C 0.9846 -2.8470 5.0092 -0.27
H 2.7277 -1.8612 -0.0937 -0.03
O 0.2870 -0.4468 2.4157 -0.26
H -3.6616 -1.9333 1.7676 0.03
H -2.8271 -0.6536 -1.9638 0.03
C 1.2026 -1.9336 3.9879 -0.23
H -3.2897 -2.5280 0.1452 0.04
C -1.2584 -4.7164 1.8429 -0.09
H -0.5091 -1.4557 -3.2950 -0.02
H -1.2400 -2.5957 1.5522 0.03
C -0.9149 -3.5541 1.1732 -0.14
H -2.6430 1.0779 -1.6450 -0.01
H -4.6497 -1.4044 0.3916 0.04
C -3.1188 0.1583 -1.2956 -0.30
H -3.1520 2.0421 0.9644 0.00
H -1.9014 -1.1680 3.2703 0.07
Te -0.2113 2.7472 -0.1595 0.26
H 0.3190 -6.9163 -0.1746 0.09
H -4.2023 0.2772 -1.3004 0.04
C 0.1333 -1.2647 3.3530 -0.54
C -0.1475 -3.5660 0.0200 -0.28
Ru -0.1476 0.1345 0.1212 0.12
C -0.8136 -5.9355 1.3597 -0.10
C -3.4139 1.0592 1.3640 -0.29
C -0.3157 -2.3515 -2.7089 -0.24
Si 0.3508 -1.9638 -0.9228 0.46
H -1.0661 -6.8500 1.8802 0.09
Se 0.3397 1.1823 -2.0359 -0.10
```

The charge is -1. The largest force on an atom is 1.1 eV/A. The value obtained for the LUMO energy (spin up / spin down) is 0.0778 / 0.0276 Eh. The energy above the lowest of the compared OMol25 structures with the same formula, charge and spin is 21.4 kcal per mole. The multiplicity is 6.


Molecular formula: C15H22N3RuSTe4
Method: DFT, ωB97M-V with the def2-TZVPD basis set

Geometry as XYZ:
```
46
Properties=species:S:1:pos:R:3:lowdin_charge:R:1
N -0.4494 1.6981 0.7554 -0.08
C -1.3688 3.4143 2.7248 -0.02
C 3.8146 0.3866 2.2870 -0.39
C 3.3255 -0.0194 1.0833 -0.31
C -1.2655 -2.1023 -0.0174 -0.20
Te 2.6357 0.8014 -4.6568 0.18
H 0.1842 -2.7891 -1.4427 0.11
C 0.8464 -2.2984 1.1116 -0.08
C 1.6387 1.3853 1.7777 -0.53
Te -0.1324 2.7937 -2.2209 0.26
H 0.0014 -0.4683 -4.1135 0.00
H 0.8723 -1.8381 -3.3989 0.04
H -1.2793 -1.9451 2.6112 0.10
H -1.7772 -0.3952 1.9063 0.08
H 0.5783 3.1583 3.6007 0.11
C -0.0908 2.8995 2.7915 0.00
S 2.7745 1.4821 3.0843 1.07
H -1.9131 0.3540 -3.1501 0.05
C -1.9864 -0.4330 -2.4034 -0.12
H -2.7048 -1.1817 -2.7602 0.11
H -2.1901 -1.5237 -0.0058 0.11
H -1.4963 -3.0907 0.4043 0.13
H -2.2943 1.9087 -0.1472 0.08
C -0.1028 -1.3705 -3.5133 -0.17
H -3.1967 3.4367 1.5739 0.12
C -0.9256 -1.0493 2.0848 -0.08
H -2.3601 0.0060 -1.4799 0.06
H 0.4913 -3.2668 1.4881 0.10
N -0.6608 -1.0384 -2.1981 -0.33
H -1.4940 -2.9601 -1.9556 0.13
H 4.7489 0.0975 2.7426 0.08
N -0.2837 -1.4074 0.8178 -0.28
H 3.8596 -0.7446 0.4826 0.06
C -0.7880 -2.2953 -1.4401 -0.20
H -0.7649 -2.0617 -4.0499 0.11
C -2.1896 3.0553 1.6599 -0.04
H -1.7289 4.0879 3.4907 0.12
C -1.6858 2.2065 0.6989 -0.20
Te 2.8630 0.1611 -2.0645 0.43
H 1.4778 -1.8481 1.8728 0.08
C 2.0596 0.5478 0.7645 -0.44
Ru 0.6776 0.5621 -0.7767 0.68
H -0.2142 -0.5348 2.7297 0.09
H 1.4549 -2.4615 0.2233 0.08
Te 0.6898 2.6494 -4.7633 0.18
C 0.3496 2.0314 1.7907 -0.30
```

The charge is +1. The largest force on an atom is 0.7 eV/A. The value obtained for the LUMO energy (spin up / spin down) is -0.1345 / -0.1980 Eh. The energy above the lowest of the compared OMol25 structures with the same formula, charge and spin is 0.0 kcal per mole. The multiplicity is 5.


Molecular formula: C15H22N4O5
Method: DFT, ωB97M-V with the def2-TZVPD basis set

Geometry as XYZ:
```
46
Properties=species:S:1:pos:R:3:lowdin_charge:R:1
H 1.6697 1.3031 3.2834 0.14
O -1.4659 0.6883 -1.3529 -0.02
H 5.6106 -2.2543 4.2283 0.17
H -0.9200 0.2311 2.5414 0.12
N 2.6788 -1.5851 2.8990 0.11
C -0.1434 0.9039 2.1837 -0.11
H 2.8869 -4.7875 2.4718 0.17
H -0.4449 1.9398 2.4216 0.14
H -3.5177 3.2184 -4.7175 0.11
H -4.1427 1.7221 -5.6411 0.11
C 4.0309 -1.4219 3.4134 -0.36
H 0.7561 -0.2950 3.6656 0.10
H -3.3235 0.0363 -2.8517 0.13
H 2.1542 0.7662 0.5651 0.11
O -1.8446 2.1264 0.4289 0.09
H -5.3832 1.2997 -3.5998 0.11
H -4.1474 0.7790 -1.5462 0.11
H -0.9067 2.8734 -3.5285 0.13
H 2.7902 -0.7606 0.2890 0.12
H -0.4221 1.0914 -3.4297 0.13
C 0.5122 -0.5200 0.2649 -0.10
C -2.1766 1.6080 -2.2152 -0.32
N 2.0894 -0.3868 2.2638 -0.09
C 2.9317 -4.0649 3.3559 0.04
C -3.6484 2.1022 -4.7159 -0.19
H -4.7498 2.8973 -3.0713 0.13
C -1.2842 1.8107 -3.4769 -0.11
H 0.0842 -1.5063 0.5388 0.12
H 0.4938 -0.3718 -0.8506 0.13
H -2.3323 2.6639 -1.8141 0.16
C 1.0898 0.3987 2.9538 -0.12
C 1.9950 -0.2410 0.8118 -0.09
C -4.4160 1.8487 -3.4071 -0.21
C -2.1739 1.5408 -4.7119 -0.20
C -3.5812 1.0257 -2.4175 -0.14
H 2.5023 -4.6330 4.2038 0.15
O 5.3368 -4.2203 3.4875 0.11
H -1.7278 2.1030 -5.5124 0.09
N -0.2646 0.5722 0.7840 -0.08
C 2.1128 -2.8545 3.0628 -0.38
O 4.7428 -0.4172 3.3296 0.09
C 4.3525 -3.5459 3.6388 -0.52
N 4.6105 -2.4171 4.2236 0.19
C -1.2268 1.2131 -0.0415 -0.43
H -2.1897 0.5148 -4.9596 0.09
O 1.0023 -2.9949 2.5509 0.07
```

The SMILES is O=C1CC(=O)N(N2CCN(C(=O)OC3CCCCC3)CC2)C(=O)N1. The largest force on an atom is 6.4 eV/A. The value obtained for the LUMO energy is 0.0107 Eh. The energy above the lowest of the compared OMol25 structures with the same formula, charge and spin is 135.9 kcal per mole.


Molecular formula: C15H22O3
Method: DFT, ωB97M-V with the def2-TZVPD basis set

Geometry as XYZ:
```
40
Properties=species:S:1:pos:R:3:lowdin_charge:R:1
C 1.2136 0.1057 -2.4963 -0.06
H -3.2405 -1.5798 0.1008 0.08
C 0.6678 -1.6007 1.7500 -0.26
H 1.0588 -1.7709 -0.2722 0.14
C -1.0374 -1.8703 0.0365 -0.44
H -0.6754 0.4363 -1.6110 0.12
H 2.5406 0.1493 1.2813 0.09
C -2.3365 -1.0237 0.3033 0.01
H -1.4989 -1.7643 -2.1299 0.08
H -1.5239 3.0508 -0.9878 0.11
H -0.9936 3.0955 1.5008 0.11
H 1.2334 -0.9566 -2.2688 0.06
H 2.5928 1.5342 0.1502 0.10
O -0.2230 1.5339 3.4076 0.07
C 2.2465 0.5052 0.2783 0.00
H 0.6834 -0.7661 3.7509 0.12
C 0.0188 1.2224 1.0818 -0.09
C 0.3659 2.3272 -1.6288 -0.15
H 1.7282 -1.6728 1.8996 0.14
C 0.7043 0.3234 0.0477 -0.31
H 1.3734 2.7235 -1.5323 0.11
H -2.4246 -0.5883 1.2906 0.08
C -0.0510 0.7492 2.4750 -0.34
O 0.0654 -2.8769 1.9490 -0.03
H -1.9916 -3.2320 -1.4053 0.09
C -0.4902 2.4724 0.7842 0.04
H -0.9154 -1.0640 3.1808 0.14
C 0.3390 0.7836 -1.4118 -0.28
C -0.5253 3.0452 -0.6114 -0.17
C -1.1883 -2.4866 -1.3755 -0.01
H 2.2334 0.4944 -2.5273 0.08
H -0.2659 -2.9429 -1.7161 0.08
H -0.0440 2.5756 -2.6075 0.12
O -1.0279 -2.9378 0.9838 -0.04
C 0.0719 -0.7028 2.8685 -0.02
C 0.3497 -1.1942 0.3157 -0.11
H -2.3198 -0.2168 -0.4016 0.06
H 0.7640 0.1873 -3.5065 0.09
H 2.7617 -0.1554 -0.3954 0.07
H -0.2396 4.0878 -0.5508 0.11
```

The SMILES is C[C@@H]1CCC=C2C(=O)C[C@H]3OOC(C)(C)[C@H]3[C@]21C. The largest force on an atom is 2.5 eV/A. The value obtained for the LUMO energy is 0.0128 Eh. The energy above the lowest of the compared OMol25 structures with the same formula, charge and spin is 96.7 kcal per mole.